Formula: C10H11O2P
Source: OMol25
Level of theory: ωB97M-V with the def2-TZVPD basis set

Cartesian coordinates (Å):
O -0.93936 -2.78239 -0.75156
P -0.29729 -1.64730 -0.06144
C -1.28677 -1.10700 1.36232
C -0.67431 0.14890 1.92615
C 0.48103 -0.26321 2.68133
C 1.26169 -0.99048 3.48947
O 1.86995 0.03264 2.52348
C 0.01411 -0.11227 -0.94582
C 1.18908 0.61721 -1.00617
C 1.38472 1.49709 -2.01939
C 0.45765 1.67110 -3.00476
C -0.81020 1.09149 -2.88902
C -1.08941 0.25978 -1.80247
H 1.17812 -2.03808 0.36792
H -1.25079 -1.93564 2.03214
H -2.35411 -0.97435 1.15375
H -0.28620 0.72704 1.09685
H -1.40186 0.78930 2.44623
H 1.72001 -1.36176 4.44646
H 1.92948 0.59195 -0.12724
H 2.14772 2.20641 -2.09948
H 0.60543 2.41103 -3.74052
H -1.69446 1.27881 -3.56291
H -2.15421 -0.11028 -1.51532

SMILES ... O=[P@H](CCC1=CO1)c1ccccc1
Relative energy (zero: lowest compared OMol25 entry of this formula, charge and spin) ... 296.4 kJ/mol
Max |F| ... 5.449 eV/A
E_LUMO ... 0.39 eV
HOMO energy ... -0.2959 hartree
2S+1 ... 1
Energy ... -23927.102 eV
HOMO-LUMO gap ... 8.441 eV